1.
{
  "formula": "C41H84ClGaI2N2O8P",
  "method": "ωB97M-V/def2-TZVPD",
  "homo_energy_ev": -3.7,
  "homo_lumo_gap_ev": 5.327,
  "total_charge": -1,
  "elements": ["O", "C", "H", "C", "H", "H", "O", "C", "H", "H", "H", "P", "H", "H", "C", "H", "H", "C", "H", "I", "H", "H", "O", "C", "C", "H", "H", "H", "H", "H", "H", "C", "H", "H", "H", "H", "H", "H", "H", "H", "C", "H", "C", "H", "H", "H", "H", "H", "H", "H", "H", "Cl", "C", "C", "H", "H", "H", "H", "H", "H", "C", "C", "H", "H", "O", "C", "H", "H", "O", "C", "C", "C", "C", "O", "H", "H", "C", "Ga", "H", "H", "C", "N", "H", "C", "C", "C", "O", "H", "C", "H", "C", "C", "H", "H", "H", "H", "H", "H", "H", "C", "H", "H", "H", "H", "C", "H", "H", "H", "C", "H", "H", "C", "H", "H", "H", "H", "H", "H", "C", "C", "C", "C", "O", "C", "N", "C", "I", "C", "H", "C", "H", "C", "H", "H", "H", "H", "H", "H", "C", "H"],
  "positions_angstrom": [[0.2459, -2.0020, -4.5952], [0.5486, -4.3331, -4.8241], [-3.9230, -2.8824, 7.7260], [1.4007, -8.7577, -8.0692], [-0.4462, -4.7498, -4.6510], [2.1255, 4.6014, 5.6493], [1.3668, -6.4258, -7.7030], [2.4483, -8.4089, -7.0122], [-4.1137, -0.4922, 7.1855], [0.3004, -3.2246, -2.9427], [-3.8041, 4.5234, 6.5794], [-2.1830, 0.4502, 6.8042], [3.3790, -8.9648, -7.1159], [-6.4843, -1.3838, -3.0608], [-0.0509, -2.3454, -5.9498], [0.3166, 3.1229, 3.9816], [-2.0869, 5.5769, 4.3057], [-4.0924, 2.9852, 8.0241], [-3.7039, 4.9192, 4.6204], [0.8218, 2.5890, 7.9243], [0.2996, 0.6907, 0.1897], [-0.2652, -7.6117, -7.2697], [-5.3556, 0.9958, -2.0261], [0.7876, -3.1334, -3.9145], [-0.0166, 3.3328, 6.0611], [-2.3585, 2.6840, 1.4845], [-3.5093, -5.1300, 8.5433], [6.3420, 6.2395, 2.5798], [5.2031, 4.5029, 1.2823], [0.6904, 4.2677, 0.0510], [0.0220, 4.4079, 6.2239], [5.6745, 5.3206, 0.7402], [-4.7450, 4.3606, 9.5659], [8.2188, -6.7921, -9.2951], [-4.4423, -0.1798, -3.4479], [-0.9629, 3.7403, 1.8616], [-1.5770, -2.5619, 10.7409], [3.3846, -6.7266, -8.0186], [-3.4715, 2.4707, 8.7557], [1.8732, -8.8596, -9.0483], [-1.0338, -0.6538, -0.8812], [-5.6553, 4.4698, 8.0596], [1.2220, 5.2104, 0.1887], [-4.5696, 2.2476, 7.3781], [3.9349, 6.5494, 1.1628], [-1.0854, -0.3536, 6.4015], [2.2896, 5.0359, 0.0168], [-1.8402, -4.7364, 8.9747], [1.2797, -5.1264, -4.6734], [-2.7567, 1.2766, -2.0366], [-3.1409, -1.7636, 10.9911], [-2.2043, 4.9489, 8.2117], [-5.3411, 0.4285, -3.3337], [6.7632, 7.4186, 0.8178], [0.3828, 8.4298, -0.1077], [-3.3080, 5.6151, 3.0554], [-1.9890, 0.4679, 8.1966], [-2.0243, -1.0733, -0.6906], [-6.9383, 1.7891, -0.9817], [-1.3226, 2.1615, -2.6001], [-5.1761, 3.7805, 8.7539], [-2.0404, 3.6197, 1.9283], [8.3967, -7.3809, -10.9510], [-6.5955, 0.0828, -0.6548], [5.4455, -7.3174, -9.4955], [7.3263, -8.7414, -9.5845], [-5.9416, 3.1224, 9.1602], [-5.3048, 1.2407, -4.0689], [5.4587, 7.6301, 0.2803], [-2.4765, 3.6447, 3.3832], [4.6915, 6.4266, 0.3806], [-3.1907, 3.8228, 7.1362], [-2.6065, -2.4847, 10.3701], [1.0528, 5.6560, 1.5359], [-0.3288, 7.1569, 1.8220], [1.3317, 7.5406, 2.3127], [6.7080, 6.0899, 1.5624], [-1.9702, 2.6768, 5.9399], [0.0320, -7.3107, -8.9924], [-8.4319, -0.1604, -2.2141], [-2.9215, 5.0171, 3.8794], [-3.5936, -0.2000, 6.3668], [6.0600, -6.9931, -11.4376], [-0.7747, 0.5255, 0.0488], [0.9950, 7.5647, 0.1434], [0.6911, 6.3265, -0.7010], [-1.3407, 1.6669, -0.5988], [2.0499, -8.5932, -6.0120], [6.0452, -8.4246, -8.8229], [0.8504, -9.6732, -7.8569], [-7.5785, 0.4153, -2.5692], [-6.6273, -0.3790, -3.4636], [7.6783, 5.5987, 1.6178], [0.0335, 0.1675, -2.5766], [-0.2974, -1.4481, -0.7618], [-7.9549, 1.2904, -3.1034], [6.3539, -5.6598, -10.3068], [1.8584, -2.9692, -3.7493], [-2.2231, -3.0423, 7.2903], [6.3731, -6.7440, -10.4181], [7.4867, 7.3810, -0.0051], [6.2607, -8.1384, -7.7874], [-2.5350, 4.4173, 1.3731], [7.1136, -9.4037, -10.4260], [-0.9988, 0.0170, -2.2559], [0.3130, -1.5510, -6.6025], [1.6579, -3.5456, -6.5044], [0.1284, -4.2722, -6.9831], [0.7268, 7.0458, 1.5512], [8.0795, -9.2166, -8.9584], [1.1612, 6.3395, -1.6839], [-3.2777, -3.8539, 10.3284], [-4.3635, -3.7457, 10.3791], [2.0446, 7.8471, 0.0366], [-1.5076, -0.5482, -3.0344], [6.1361, 4.9133, -0.1620], [-0.3862, 6.2151, -0.8377], [5.3373, -9.2547, -8.8113], [0.6170, -3.6905, -6.2079], [-2.9221, -3.0638, 8.1251], [-1.6678, 1.3532, -1.9515], [-6.6486, 0.8436, -1.4398], [-2.5847, -2.0107, 9.0308], [-2.8619, -4.3503, 8.9433], [-2.4526, 2.5918, 4.0808], [0.5132, -7.5190, -8.0360], [1.5212, 0.9391, 4.8447], [7.7295, -7.3566, -10.0911], [3.0829, 3.3341, 4.9368], [2.6320, -6.9150, -7.2476], [4.1827, 6.2519, -0.5683], [0.9086, 3.0065, 4.8837], [2.9135, -6.3720, -6.3436], [7.0185, 8.2608, 1.4622], [-1.1389, -2.4163, -6.0656], [2.1979, 4.4259, 3.8693], [-6.9642, -0.4698, -4.4955], [-1.2347, 0.4152, 1.0309], [2.1656, 3.8996, 4.8195], [-2.9609, -4.5031, 11.1447]]
}



2.
{
  "formula": "CN4O3",
  "method": "ωB97M-V/def2-TZVPD",
  "homo_energy_ev": -11.0,
  "homo_lumo_gap_ev": 9.498,
  "total_charge": 0,
  "smiles": "O=[N+]([O-])C#[N+][O-].N#N",
  "e_above_lowest_ev": 0.393,
  "elements": ["N", "O", "C", "N", "O", "N", "N", "O"],
  "positions_angstrom": [[1.4212, 0.4710, 0.8571], [2.1879, -0.0928, 1.5495], [0.7647, 0.8146, -0.0582], [-0.3687, 1.3594, -0.6812], [-0.7673, 0.6740, -1.5944], [-0.7654, -2.3267, 0.1731], [-1.4687, -3.1031, -0.1698], [-1.0037, 2.2037, -0.0760]]
}



3.
{
  "formula": "C11H12BN3O3",
  "method": "ωB97M-V/def2-TZVPD",
  "homo_energy_ev": -8.5,
  "homo_lumo_gap_ev": 8.059,
  "total_charge": 0,
  "smiles": "Cc1noc(C)c1/N=N/c1cccc(B(O)O)c1",
  "e_above_lowest_ev": 0.000,
  "elements": ["C", "H", "N", "O", "C", "H", "O", "C", "C", "C", "B", "H", "H", "C", "C", "N", "O", "H", "N", "C", "H", "C", "H", "H", "H", "C", "C", "H", "H", "H"],
  "positions_angstrom": [[-2.1827, -0.0607, -2.2413], [-1.5525, -0.1940, -4.2604], [1.3675, -0.3568, 0.8414], [2.2583, 0.2011, 4.2997], [-0.3961, -0.0841, -0.6696], [0.8164, -0.2969, -3.8144], [-4.1683, -1.4876, -2.8286], [0.1869, -0.9846, 3.5897], [3.7403, 1.3303, 1.1977], [1.4487, -0.3138, 3.3729], [-3.6650, -0.1867, -2.6957], [-2.4759, 0.0276, -0.2265], [1.6088, -0.3405, -1.5880], [-1.2735, -0.0502, -3.2668], [1.9523, -0.1428, 2.0805], [0.1742, -0.0786, 0.5959], [-4.4907, 0.9163, -2.5972], [0.0638, -1.4894, 4.6015], [3.2495, 0.8099, 3.5982], [0.4982, -0.2466, -1.7122], [-4.2631, 1.8654, -2.4767], [0.0828, -0.2295, -3.0280], [-5.1160, -1.5056, -3.1441], [4.7556, 1.5993, 1.5012], [3.1754, 2.2818, 0.9372], [-1.7553, -0.1632, -0.9683], [3.0764, 0.6436, 2.2946], [3.5104, 0.8230, 0.2044], [0.0759, -1.9274, 3.0578], [-0.7024, -0.3593, 3.3451]]
}



4.
{
  "formula": "C34H76F2N4O2SSi",
  "method": "ωB97M-V/def2-TZVPD",
  "homo_energy_ev": -8.1,
  "homo_lumo_gap_ev": 8.612,
  "total_charge": 0,
  "smiles": "CCCCCCCCCCC[Si@H](CCCS)N(C(=O)F)C(=O)F.CCN(CC)CC.CCN(CC)CC.CCN(CC)CC",
  "elements": ["H", "C", "C", "H", "H", "C", "H", "H", "H", "H", "C", "H", "C", "H", "H", "H", "H", "C", "H", "H", "C", "H", "O", "C", "H", "H", "H", "H", "H", "C", "H", "C", "H", "H", "H", "H", "H", "H", "N", "C", "H", "H", "C", "H", "H", "H", "H", "H", "H", "O", "H", "H", "S", "H", "H", "F", "N", "H", "H", "C", "C", "H", "H", "C", "H", "C", "C", "C", "F", "C", "H", "C", "C", "H", "Si", "H", "H", "H", "C", "H", "H", "C", "H", "H", "H", "H", "C", "C", "C", "H", "H", "H", "H", "H", "H", "C", "N", "H", "H", "H", "C", "H", "C", "H", "H", "H", "N", "H", "H", "H", "C", "C", "H", "C", "H", "H", "C", "H", "H", "C"],
  "positions_angstrom": [[3.8142, 1.3299, 3.5312], [-1.8785, -0.1058, -6.5888], [-1.0286, -0.3783, 0.0522], [3.6794, -2.0900, 2.0070], [-2.6892, -0.7976, -6.8206], [-6.0363, 2.1386, 1.6569], [-4.3432, 0.9114, 1.1595], [-0.9081, -1.5615, 1.8843], [5.3332, 0.2274, 5.4490], [-6.6774, 1.2640, 1.7684], [5.6793, 5.1682, 3.8966], [3.3239, -0.1599, -0.3059], [0.9970, -2.1699, -5.2766], [9.5918, -0.6266, 3.2850], [2.7499, -3.0335, -6.1961], [-0.9251, -1.8026, -1.5807], [7.7185, 0.2014, 2.2452], [4.5833, -0.1381, 2.1187], [-0.3214, -2.4151, -0.0564], [-0.8039, -4.4477, -6.6921], [8.2355, 2.3246, 2.0220], [-2.0840, 0.3542, -5.6208], [5.6611, 6.0355, 4.6837], [1.1121, -1.2138, -1.1311], [-4.4008, -0.5629, 2.9112], [2.5650, -2.8103, -1.0137], [-1.1935, -3.3754, -4.5223], [-2.2768, 2.0429, 5.0836], [-1.7876, -0.0312, 2.0683], [-3.2970, 2.3492, 5.3202], [-1.5953, -3.1286, -7.5579], [-5.8506, 0.1067, -2.7420], [-6.5419, -0.4253, -3.4152], [-6.9187, -3.1758, -1.5131], [4.6352, 0.7072, 1.4240], [-6.6869, 0.0808, 3.5237], [8.9100, 0.5496, 1.0218], [5.5567, -0.6389, 2.0621], [6.8358, 4.5521, 3.3517], [3.3909, -1.1716, 0.1089], [1.5400, -2.5210, -7.3668], [1.3022, -0.1411, -1.0338], [-1.5822, -3.6891, -6.6219], [-5.4310, -2.3527, -4.0850], [-6.0101, -0.7808, 4.8982], [-7.4547, 0.9000, -1.4925], [-1.8901, 0.6750, -7.3501], [-3.6402, -2.1309, -1.5976], [10.5755, 0.5872, 5.1856], [8.4822, 5.5163, 2.0386], [-7.7887, -1.7042, -1.9515], [10.6936, 0.4301, 2.4169], [9.8661, 1.4451, 4.4449], [-5.1161, 2.8950, 4.3209], [-3.7498, 1.5818, 5.9490], [4.5326, 4.6254, 3.4254], [-0.3731, -1.7381, -5.4832], [-2.0823, -0.3393, -0.2424], [-6.9508, 1.9704, -2.7940], [7.3589, 5.2868, 2.2709], [-6.5916, 1.2477, -2.0606], [7.1262, 1.8571, 5.1656], [-3.9499, 2.5926, 1.4146], [-0.9399, -0.5117, 1.5818], [0.2553, -0.0339, -6.4497], [-1.3950, -2.7678, -5.4093], [-7.2114, -2.1872, -1.1615], [4.3520, 0.3763, 3.5496], [6.3673, 5.7507, 1.4691], [9.7487, 0.4011, 2.9596], [-6.2075, 2.5414, 0.6583], [5.6075, 0.5030, 4.4267], [3.4818, -1.0782, 1.6319], [-3.7892, -0.0989, 4.4703], [6.6646, 2.7765, 2.9347], [8.0708, 2.6393, 0.9864], [3.6880, -0.3402, 4.0442], [1.7347, -2.4803, 0.5139], [1.6763, -2.9807, -6.3871], [-0.5874, 0.5806, -0.2324], [-2.5383, -4.2105, -6.5403], [-4.2188, -1.6596, -2.3986], [-5.9069, 1.7500, -1.3775], [-7.8787, -2.3276, -0.3089], [-6.3688, -0.5217, -0.1073], [-3.2531, 3.2670, 5.9078], [6.2445, 1.9037, 4.5221], [-6.0071, -1.3372, -0.7388], [-0.5211, -0.7932, -6.5772], [-3.6548, 3.4408, 3.5148], [9.0652, 2.9403, 2.3816], [5.5278, 2.5530, 5.0453], [-0.3468, -1.2488, -7.5652], [4.3291, -1.5956, -0.2644], [-0.0434, -0.0185, 1.9692], [8.5933, 0.8207, 2.0316], [-5.1799, -0.7624, -1.7871], [-5.0661, 0.5259, -3.3783], [-5.3505, -1.9289, -0.0948], [1.2114, -1.4419, -2.1958], [-5.9144, 0.1210, 4.2904], [-6.1239, 0.9744, 4.9374], [-0.3389, -1.5289, -0.6991], [-3.8936, -3.1891, -3.8744], [2.5119, -0.7713, 2.0401], [6.3488, -0.2419, 4.1185], [-4.0631, 1.4613, 3.1356], [-5.2354, -3.5595, -2.8070], [5.5323, 2.6376, 2.0005], [1.5906, -1.2675, -5.0981], [-4.7382, -2.7499, -3.3411], [-4.0927, 2.5916, 4.0467], [1.0418, -2.7406, -4.3439], [-4.5570, 1.7697, 1.8056], [-2.3485, -2.2748, -5.2093], [-6.3583, 2.8935, 2.3753], [-4.5025, 0.1928, 3.6949], [-3.5005, -1.0414, -2.9493], [1.3053, -4.0040, -6.4339], [2.1884, -2.0153, -0.3664]]
}